# 1
# C26H66BBrN6O9P

4 unconnected molecules or ions with the total composition C26H66BBrN6O9P (the ωB97M-V functional and the def2-TZVPD basis, the Open Molecules 2025 dataset).

Each line ends with the Mulliken charge.
Positions of all 110 atoms, in Å:
Br (-2.5879, -0.2890, 2.4389)  0.04
P (-1.4148, -0.7751, -2.2258)  0.18
O (-1.7423, 4.0151, 7.8675)  -0.35
O (1.2330, -4.8276, 2.0090)  -0.57
O (-0.9878, -5.0549, 1.1966)  -0.53
O (-0.3189, -0.4701, -3.4030)  -0.42
O (-1.8240, 2.3712, -5.1677)  -0.35
O (4.4722, -2.9043, -0.6228)  -0.23
O (8.0954, -3.7273, 2.0688)  -0.43
O (1.2990, 2.4749, 4.8326)  -0.45
O (-3.8099, 3.8252, -9.0058)  -0.35
N (-4.4725, 3.7706, -6.1076)  -0.31
N (1.7884, -0.6624, 0.3141)  -0.45
N (6.3536, -5.1624, -0.1112)  -0.30
N (-0.9772, -1.4942, 0.3872)  0.38
N (-2.5130, 0.5597, -2.3437)  -0.48
N (-1.5832, 3.7068, 4.9121)  -0.34
C (-4.1053, 4.9490, -6.8860)  -0.19
C (-1.3931, 5.3878, 7.9054)  -0.71
C (-2.3505, 3.6025, -4.6890)  -0.62
C (-0.3255, -2.8657, 2.4343)  -1.18
C (7.2678, -2.6268, 1.7494)  -0.52
C (-0.9234, 2.9429, 3.8605)  -0.66
C (-0.5274, -0.4372, -0.5862)  -0.46
C (-2.8415, 3.7151, 7.0195)  -0.87
C (-4.6482, -2.3509, 1.2493)  -1.53
C (-2.4145, -1.2540, 0.7660)  -0.63
C (5.1274, -2.4241, -1.7872)  -0.94
C (4.9605, -5.0921, 0.3040)  -0.30
C (-1.5865, 2.3253, -6.5701)  -0.70
C (0.9691, -0.3994, -0.8698)  -1.39
C (0.1302, 1.9168, 4.2770)  -0.19
C (7.2562, -5.7288, 0.8901)  -0.69
C (1.3368, -1.9578, 0.8476)  -1.38
C (7.4379, -4.9723, 2.2022)  -0.45
C (4.1352, -4.2902, -0.6780)  -0.60
C (-4.5630, 4.8206, -8.3225)  -0.80
C (-4.5559, 2.6763, -9.3633)  -0.72
C (0.0017, -1.6932, 1.5099)  0.59
C (1.2538, 2.7352, 6.2274)  -0.58
C (-3.2232, -2.5275, 0.7333)  0.09
C (-3.8700, 3.7132, -4.7818)  -0.72
C (-2.3910, 2.9045, 5.8227)  -0.06
B (-0.0229, -4.3074, 1.8540)  0.68
H (4.5550, -6.1066, 0.3607)  0.39
H (0.3149, -2.7381, 3.2975)  0.38
H (2.0622, -2.3234, 1.5562)  0.50
H (-1.0985, -5.9023, 1.6644)  0.30
H (-4.3789, 5.7710, -8.8302)  0.40
H (0.4570, 1.4033, 3.3646)  0.15
H (1.2178, -2.6240, -0.0160)  0.47
H (-2.2585, 6.0084, 8.1520)  0.35
H (-4.6510, -2.3911, 2.3263)  0.40
H (8.0870, -5.5820, 2.8352)  0.36
H (4.8444, -4.6242, 1.2921)  0.15
H (-0.8124, -0.3178, -4.2293)  0.36
H (2.7473, -0.8023, 0.0081)  0.27
H (6.2646, -2.7358, 2.1712)  0.25
H (-5.4518, 2.9468, -9.9282)  0.35
H (2.2696, 2.6449, 6.6107)  0.30
H (-1.3154, 3.3038, -6.9680)  0.32
H (6.4963, -4.8523, 2.7523)  0.32
H (4.5534, -2.6582, -2.6883)  0.41
H (-0.9656, 5.7254, 6.9551)  0.31
H (-3.2729, 2.5387, 5.2865)  0.33
H (1.2489, -1.0973, -1.6590)  0.61
H (4.2406, -4.6812, -1.6931)  0.44
H (-1.8351, 4.4450, -5.1603)  0.40
H (0.6180, 2.0205, 6.7551)  0.28
H (-0.2762, 1.1385, 4.9366)  0.31
H (3.0816, -4.3778, -0.3920)  0.21
H (0.1560, -0.7776, 2.0518)  -0.06
H (6.1349, -2.8375, -1.8833)  0.33
H (-4.1874, 4.5951, -4.2173)  0.41
H (-2.5270, 1.0969, -1.4808)  0.33
H (-4.5714, 5.8309, -6.4384)  0.38
H (-1.3343, -2.8249, 2.8206)  0.44
H (6.9257, -6.7471, 1.1167)  0.39
H (-1.6922, 2.4386, 3.2650)  0.25
H (-5.0711, -1.4024, 0.9404)  0.35
H (7.7270, -1.7346, 2.1750)  0.35
H (5.2083, -1.3417, -1.6967)  0.27
H (7.1981, -2.4772, 0.6675)  0.15
H (-0.8411, 0.5208, -0.1963)  0.87
H (-3.9214, 2.0583, -9.9961)  0.24
H (-3.2775, -2.8752, -0.2930)  0.40
H (-2.1620, 1.1995, -3.0572)  0.10
H (-0.4375, 3.6654, 3.2000)  0.37
H (-3.3622, 4.6232, 6.7049)  0.42
H (1.2078, -5.7696, 2.2428)  0.27
H (-0.9922, -2.3750, -0.1463)  0.70
H (-0.8759, 4.1946, 5.4463)  0.13
H (8.2385, -5.8130, 0.4208)  0.37
H (-2.0903, 3.6430, -3.6259)  0.39
H (-3.0189, 5.1104, -6.9027)  0.17
H (-0.6438, 5.5126, 8.6847)  0.24
H (-4.2964, 2.8427, -4.2746)  0.41
H (-0.7564, 1.6390, -6.7419)  0.29
H (-2.4519, 1.9327, -7.1078)  0.26
H (-1.8400, 2.0346, 6.2065)  0.18
H (-4.8478, 2.0901, -8.4845)  0.30
H (-2.7506, -3.3201, 1.3006)  0.03
H (1.1918, 0.5971, -1.2261)  0.45
H (-5.6351, 4.6148, -8.3768)  0.41
H (-5.2616, -3.1572, 0.8800)  0.41
H (0.9125, 3.7524, 6.4332)  0.20
H (-4.2009, 2.9428, -6.6216)  0.07
H (-2.8717, -0.6131, 0.0311)  0.48
H (6.6750, -4.2311, -0.3407)  0.10
H (-3.5438, 3.1117, 7.6018)  0.39

Forces on atoms 1 to 2 (eV/Å):
0.2 0.1 -0.2
-1.3 -0.9 0.0

Computed properties:
HOMO-LUMO gap (Ha): 0.2971
Molar mass (g/mol): 728.54
Charge: +1
Calculated total energy (eV): -135400.847

=====

# 2
# C26H66BO30

12 unconnected molecules or ions with the total composition C26H66BO30 (the ωB97M-V functional and the def2-TZVPD basis, the Open Molecules 2025 dataset).

Each line ends with the Mulliken charge.
Positions of all 123 atoms, in Å:
O (-5.3564, -5.8886, 0.5115)  -0.55
O (4.1276, 0.0644, 1.1535)  -0.47
O (-0.5714, -0.3036, -1.9655)  -0.50
O (4.1816, 1.6634, -1.1735)  -0.36
O (0.7436, 0.6984, -3.4925)  -0.96
O (1.0726, 2.5154, -1.5275)  -0.53
O (-5.6014, 1.8394, -1.6695)  -0.56
O (-2.7914, -1.0276, 1.8595)  -0.73
O (-0.2714, 1.8544, 3.6535)  -0.62
O (0.1796, -5.1376, -0.9385)  -0.46
O (-5.5804, -0.2216, 1.3295)  -0.65
O (0.5326, 0.8354, -0.2735)  0.01
O (-1.7464, -0.0846, 0.1955)  -0.27
O (-2.6654, 2.0544, -2.6265)  -0.50
O (-6.2274, -2.7286, 2.1645)  -0.64
O (1.2016, 5.5474, -0.0165)  -0.25
O (-0.4384, -2.6136, 1.9095)  -1.12
O (-3.8754, -4.6826, 4.5125)  -0.49
O (0.0016, -1.5086, 0.1305)  0.39
O (2.5146, -0.5746, -5.3025)  -0.36
O (-1.6584, 5.0624, -0.6425)  -0.64
O (-0.2144, -4.1206, 4.1215)  -0.59
O (4.8746, 1.0584, -4.5945)  -0.55
O (3.6786, 6.4924, -2.2795)  -0.56
O (3.9036, -3.2886, -7.0565)  -0.56
O (-3.7914, 1.9054, 2.9615)  -0.55
O (4.8126, 2.4324, 4.0195)  -0.59
O (2.2896, -2.8486, 2.6165)  -0.49
O (2.9076, -2.9006, -1.8705)  -0.76
O (2.0246, 3.1434, 1.9835)  -0.22
C (-2.1794, 3.5124, -2.4735)  -0.69
C (3.0666, -0.9716, 1.3135)  2.70
C (-5.9044, -4.9746, 1.4855)  -0.69
C (1.9236, 6.3254, -0.8405)  -0.45
C (3.3606, 3.1654, 2.4305)  -0.35
C (-1.4404, -4.7316, 4.2815)  -0.37
C (-0.8334, -1.8726, 0.9345)  -0.19
C (3.7556, -1.9146, -6.8225)  -0.46
C (3.4566, 2.3964, 3.6815)  -0.44
C (3.2876, -1.8776, 2.5165)  -0.35
C (0.7016, 1.3684, -1.3365)  0.82
C (-5.3014, 1.4754, -0.3625)  0.43
C (1.5226, -4.6106, -0.7525)  0.47
C (-5.5624, -3.5226, 1.2755)  0.00
C (3.0376, 5.5694, -1.3865)  0.09
C (-2.6244, -3.9066, 4.4905)  -0.10
C (2.4966, -1.7836, -5.9635)  -0.10
C (-2.6884, 1.6194, 3.6855)  -1.12
C (-5.9444, 0.0584, -0.0185)  -0.18
C (-1.4754, 2.1024, 2.9215)  0.81
C (4.5056, 1.7094, -3.4085)  -0.28
C (1.7266, -3.7086, -1.9055)  -0.84
C (0.0896, 0.6984, -2.4405)  0.13
C (4.6026, 0.6954, -2.2175)  0.13
C (-1.9054, -1.0836, 0.9465)  0.83
C (-2.2154, 3.8054, -0.9545)  0.73
B (-0.5184, -0.2176, -0.4735)  0.53
H (5.6346, 0.3784, -1.8105)  0.24
H (-5.4204, -5.3646, 2.4515)  0.13
H (1.4376, -2.5626, 2.3115)  0.31
H (-1.5984, 2.9724, -0.6755)  -0.31
H (2.8076, 4.6294, -1.8615)  0.11
H (-4.0354, 1.1884, -0.3875)  -0.36
H (-0.7444, 5.1074, -0.6165)  0.31
H (-1.5084, -5.0626, 3.0935)  0.16
H (3.3676, 1.9144, -3.4945)  0.07
H (0.1846, -5.9286, -0.6175)  0.23
H (-2.9434, -3.2536, 3.7365)  -0.06
H (-6.4704, 2.1894, -1.8335)  0.32
H (3.7266, -1.2016, -7.7055)  0.29
H (0.9586, -3.0926, -1.6135)  -0.05
H (5.1516, 2.5034, -3.2955)  0.45
H (-3.7004, 1.8204, -2.3055)  0.21
H (1.5356, -3.9736, -2.8415)  0.90
H (3.6836, 4.0254, 2.7545)  0.43
H (2.4386, -5.3986, -0.7795)  0.28
H (4.1156, 5.9814, -2.8595)  0.32
H (-4.6484, -0.5056, 1.4035)  0.29
H (-7.1694, 0.2714, -0.0675)  0.25
H (-5.5354, -0.9126, -0.7295)  0.12
H (3.3676, -1.4436, 3.5025)  0.27
H (4.2036, 0.5364, -4.7245)  0.29
H (-0.3014, -3.4706, 3.3765)  0.61
H (-1.4554, 1.4044, 2.1385)  -0.71
H (2.3816, -0.2296, 1.4985)  -0.14
H (3.6776, 5.3514, -0.5115)  0.06
H (2.9146, -2.3666, -1.0795)  -0.84
H (3.8226, 2.8454, 1.5905)  0.40
H (4.1586, -3.7966, -6.2895)  0.32
H (-5.2844, -5.5656, -0.3545)  0.31
H (1.5546, -3.9766, 0.1925)  -0.24
H (-2.9764, 4.0654, -3.0415)  0.24
H (3.0836, 2.9694, 4.5115)  0.32
H (-5.7414, -3.1296, 0.3865)  0.56
H (3.8936, -0.1226, -2.3185)  -0.03
H (4.5666, -1.4356, -6.3645)  0.24
H (-2.5144, 0.6724, 3.8305)  0.40
H (0.3476, 2.2894, 3.2565)  0.18
H (-1.5964, 3.0594, 2.7415)  0.72
H (2.2786, -2.6216, -5.3735)  0.27
H (-3.2994, 3.9584, -0.5425)  0.06
H (-1.2754, 3.7194, -2.8015)  0.52
H (-2.7564, 2.0814, 4.5655)  0.60
H (-4.3884, -3.5086, 1.5415)  -0.15
H (1.1096, 5.9954, 0.7845)  0.22
H (1.4936, -1.7746, -6.4665)  0.28
H (-6.2614, -1.7506, 1.8645)  0.45
H (4.9796, -0.4406, 1.1925)  0.29
H (2.0686, 3.4554, 1.0035)  -0.01
H (-4.1574, 1.2674, 2.4765)  0.31
H (5.0756, 1.5584, 4.2525)  0.34
H (2.2606, 7.2094, -0.4475)  0.44
H (-2.5984, -3.2146, 5.2875)  0.47
H (-5.6594, 2.3214, 0.3485)  0.31
H (1.7286, -0.4656, -4.6735)  0.30
H (-6.7844, -4.9906, 1.6885)  0.59
H (3.7976, 1.3044, -0.5255)  0.07
H (1.0496, 6.5864, -1.7515)  0.12
H (4.3416, -2.3916, 2.4525)  0.27
H (3.2286, 1.2054, 3.7555)  0.04
H (-4.3904, -4.3706, 5.1655)  0.25
H (-1.3774, -5.4886, 5.0095)  0.29
H (2.9706, -1.5916, 0.2975)  -0.87

Forces on atoms 1 to 2 (eV/Å):
-0.7 -0.6 2.1
1.1 -2.5 0.3

Computed properties:
HOMO-LUMO gap (Ha): 0.2861
Molar mass (g/mol): 869.60
Charge: -1
Calculated total energy (eV): -90119.179

=====

# 3
# C26H66LiN19O19

A molecular structure, C26H66LiN19O19 (the ωB97M-V functional and the def2-TZVPD basis, the Open Molecules 2025 dataset).

Each line ends with the Mulliken charge.
Positions of all 131 atoms, in Å:
O (1.1211, 6.1215, -2.1763)  -0.68
O (1.3450, -5.1042, -2.4097)  -0.73
O (2.9066, 1.2944, -3.1095)  -0.89
O (-2.1538, 2.1902, -3.2268)  -0.75
O (-0.0715, 3.4509, 5.6787)  -0.77
O (6.1145, -1.8920, -1.2531)  -0.68
O (-2.2763, 6.8070, 0.0147)  -0.75
O (0.7743, -5.1984, 2.7143)  -0.75
O (5.4093, 0.7104, 0.9497)  -0.71
O (1.8439, -0.4982, 8.0055)  -0.73
O (1.2557, -0.1971, -1.3262)  0.84
O (2.1450, -0.3071, -6.1615)  -0.64
O (5.0771, -2.9881, 1.8517)  -0.74
O (1.2174, 1.6075, 3.6999)  -0.97
O (-5.1569, -1.8276, 0.9842)  -0.59
O (-0.8860, 4.4803, 3.9549)  -0.65
O (2.9788, -1.2161, 0.5242)  0.47
O (-4.8064, 3.6705, -0.7030)  -0.80
O (-0.9357, 2.2507, 2.0885)  -0.57
N (4.5962, -0.2672, -1.7048)  0.17
N (-1.1953, 0.3226, -4.0947)  -0.15
N (1.9579, -0.1354, 5.7554)  -0.20
N (-3.1734, 1.0962, -4.9650)  -0.49
N (-2.6451, 6.2273, 2.1805)  -0.29
N (-0.3585, 4.7794, -3.2732)  -0.29
N (3.3246, -1.3695, -4.5041)  -0.03
N (3.9718, -1.5932, -6.6871)  -0.41
N (-4.1186, 2.9231, 1.3341)  -0.17
N (2.8053, -3.5802, -1.5053)  0.08
N (6.4862, -0.5065, -3.0228)  -0.40
N (1.1947, -3.5891, 1.1252)  0.27
N (-0.9095, 5.2816, 1.0468)  -0.08
N (-4.3057, -2.4857, 0.0602)  0.79
N (1.0585, -2.8576, -2.8145)  0.10
N (1.0795, 3.8268, -1.7696)  0.01
N (1.3313, -3.0836, 3.3461)  -0.28
N (2.0592, 1.6401, 7.2108)  -0.28
N (-2.7697, 2.6852, -0.4885)  0.72
C (-3.2060, -0.4704, -0.7636)  -1.59
C (1.1740, 0.2455, -0.1485)  0.18
C (1.7115, -3.9464, -2.2460)  0.41
C (2.1349, -0.3332, 0.8460)  0.17
C (-3.9450, 3.1551, 0.0037)  0.24
C (1.9341, 0.2886, 7.0602)  0.40
C (-2.1528, 1.2954, -4.0691)  0.65
C (0.1733, 1.1447, 0.2463)  -0.02
C (1.9793, 0.0395, 2.1674)  -1.54
C (-2.1458, -4.0901, -0.8997)  -0.54
C (1.0377, -4.0434, 2.4042)  0.44
C (-5.9854, -4.0921, -0.4803)  -2.08
C (-0.0061, 1.5454, 1.5899)  2.05
C (-2.0642, -2.5840, -0.9756)  -0.01
C (-2.2756, -1.6528, 1.2927)  -1.39
C (-3.5906, -4.4984, -1.0792)  -1.60
C (-1.9969, 6.1098, 0.9800)  0.50
C (5.7476, -0.9627, -1.9660)  0.55
C (-0.1002, 4.4664, 4.9410)  0.79
C (0.6573, 5.0011, -2.3676)  0.54
C (-4.5409, -3.9384, -0.0039)  1.57
C (0.8799, 5.5976, 5.1372)  -1.20
C (-4.2770, -4.6316, 1.3270)  -1.73
C (-3.0271, -1.7943, -0.0359)  2.09
C (1.0875, 1.0590, 2.5955)  -0.04
C (3.0440, -1.0440, -5.8049)  0.52
Li (-0.7177, 2.3457, 3.9950)  0.83
H (-0.9212, 5.5338, -3.6084)  0.21
H (2.0691, 1.9927, 8.1456)  0.20
H (4.0217, -0.6531, -0.9523)  -0.41
H (-3.3844, 2.5106, 1.8831)  0.07
H (0.4340, 3.0566, -1.8212)  -0.26
H (3.4810, -4.2873, -1.2790)  0.22
H (1.8717, 5.1636, 5.2891)  0.27
H (-4.0343, -4.2066, -2.0377)  0.32
H (-2.2499, 0.0119, -0.9773)  -0.34
H (1.7705, 0.5257, 4.9927)  0.31
H (1.4439, -2.6176, 1.0911)  -0.66
H (1.5226, -2.1490, 3.0056)  0.21
H (0.1593, -3.0429, -3.2256)  0.33
H (-1.1993, -1.5098, 1.2096)  -0.02
H (-3.8502, 1.8399, -4.9913)  0.26
H (-6.6490, -3.7309, 0.3119)  0.39
H (3.9930, -2.0809, -4.2773)  0.24
H (4.8242, 0.0141, 1.2761)  0.26
H (-4.8252, -4.1746, 2.1536)  0.35
H (0.9214, -3.2563, 4.2457)  0.22
H (-4.4532, -5.7070, 1.2341)  0.44
H (2.4028, 2.1175, -3.1196)  0.28
H (1.7835, 3.8525, -1.0551)  0.19
H (-0.5316, 3.8340, -3.5665)  0.13
H (1.7347, -1.1030, 5.6147)  0.14
H (2.4887, 0.7602, -2.4113)  -0.20
H (2.0297, 2.2238, 6.3946)  0.17
H (-2.6282, 2.6591, -1.4908)  -0.01
H (4.7467, -2.1237, -6.3393)  0.15
H (-1.2282, -0.2932, -4.8831)  0.19
H (-5.7056, -1.2640, 0.4276)  0.35
H (-2.1162, 2.3392, 0.2059)  -0.54
H (-0.2625, 5.1346, 0.2974)  0.13
H (1.0598, -4.1881, 0.3353)  -0.03
H (6.1406, 0.1090, -3.7344)  0.20
H (-2.1905, -2.2477, -2.0119)  0.49
H (-6.2644, -5.1393, -0.6079)  0.39
H (-3.3652, 6.9236, 2.1752)  0.18
H (4.1885, 0.2937, -2.4385)  0.43
H (-0.4063, 0.3954, -3.4610)  -0.14
H (-3.6885, -0.6060, -1.7309)  0.48
H (5.6329, -2.3993, 1.3262)  0.34
H (-3.1820, 0.4418, -5.7208)  0.14
H (-3.7507, -5.5820, -1.0300)  0.57
H (4.1999, -2.8825, 1.4621)  0.23
H (1.0274, -2.1162, -2.1141)  -0.61
H (2.6880, -1.1038, -3.7745)  -0.22
H (0.9651, 6.2260, 4.2493)  0.33
H (-1.7819, -4.4242, 0.0773)  0.08
H (-2.3381, -2.5785, 1.8804)  0.34
H (-0.9663, 4.5657, 1.7621)  0.06
H (-2.4247, 5.6457, 2.9735)  0.23
H (-3.2401, -4.5658, 1.6662)  0.31
H (3.0945, -2.6154, -1.4983)  -0.24
H (2.5844, -0.3730, 2.9679)  1.10
H (3.7641, -1.6782, -7.6626)  0.23
H (5.3756, 0.6142, -0.0156)  0.40
H (0.7202, 6.2956, 5.9602)  0.34
H (-4.9282, 3.3713, 1.7188)  0.23
H (-1.0351, -2.2725, -0.7733)  -0.88
H (7.3221, -1.0414, -3.1788)  0.26
H (-0.5548, 1.4156, -0.5000)  -0.84
H (-2.7613, -0.9438, 1.9698)  0.35
H (-6.1445, -3.4297, -1.3287)  0.43
H (-1.5541, -4.6618, -1.6189)  0.38
H (-3.6673, 0.3005, -0.1417)  0.70

Forces on atoms 1 to 2 (eV/Å):
-0.1 -1.1 0.3
0.3 0.2 0.0

Computed properties:
HOMO-LUMO gap (Ha): 0.2752
Molar mass (g/mol): 955.87
Charge: -2
Calculated total energy (eV): -95468.344